1.
The following is a quantum chemistry calculation of a gas-phase ion, C26H36N3O (charge +1) in a non-equilibrium geometry, from the Open Molecules 2025 dataset.

```
66
Properties=species:S:1:pos:R:3:nbo_charge:R:1
C -0.6514 -3.5689 -1.0885 -0.653
C -0.7041 -2.8652 0.2510 -0.213
N -2.0585 -2.1581 0.3608 -0.369
C -2.4311 -1.9531 1.8609 -0.203
C -3.3938 -3.0385 2.3136 -0.649
C -2.2154 -1.0234 -0.4516 -0.103
C -1.2277 0.0481 -0.1231 -0.384
C 0.0131 0.1035 -0.6685 0.096
N 0.8990 1.1266 -0.4642 -0.452
C 2.3266 0.9232 -0.6926 -0.107
C 2.9905 0.0244 0.3579 -0.401
C 4.4620 -0.2209 0.1015 -0.053
C 5.3967 0.0127 1.1161 -0.196
C 6.7616 -0.1271 0.8554 -0.195
C 7.1943 -0.5444 -0.4102 -0.209
C 6.2540 -0.8279 -1.4089 -0.215
C 4.8871 -0.6828 -1.1478 -0.161
C 2.8729 2.3547 -0.6911 0.679
O 4.0404 2.7085 -0.8354 -0.588
N 1.8025 3.1923 -0.5237 -0.452
C 1.9662 4.6275 -0.4648 -0.421
C 0.5175 2.5433 -0.3116 0.348
C -0.0024 2.8730 1.0951 -0.629
C -0.5165 2.9622 -1.3646 -0.646
C -3.7003 -0.5836 -0.3526 -0.058
C -4.6470 -1.5486 -0.7254 -0.183
C -6.0065 -1.3243 -0.5115 -0.209
C -6.4333 -0.1077 0.0391 -0.195
C -5.4935 0.8618 0.3927 -0.186
C -4.1215 0.6290 0.1928 -0.216
H 0.3708 -3.8679 -1.3230 0.256
H -1.2602 -4.4792 -1.0390 0.226
H -1.0201 -2.9442 -1.9098 0.220
H -0.6840 -3.5663 1.0906 0.225
H 0.0691 -2.1069 0.4057 0.243
H -2.7016 -2.8784 0.0223 0.438
H -1.4684 -1.9678 2.3834 0.223
H -2.8773 -0.9590 1.9578 0.240
H -3.5199 -2.9638 3.3972 0.255
H -4.3864 -2.9124 1.8566 0.236
H -3.0231 -4.0478 2.0891 0.217
H -2.0508 -1.3291 -1.5001 0.234
H -1.5194 0.7432 0.6701 0.215
H 0.4020 -0.6983 -1.3203 0.193
H 2.4795 0.4964 -1.7019 0.212
H 2.8664 0.4963 1.3466 0.218
H 2.4449 -0.9353 0.3751 0.198
H 5.0378 0.3377 2.0962 0.209
H 7.4845 0.0961 1.6413 0.221
H 8.2608 -0.6493 -0.6173 0.223
H 6.5773 -1.1562 -2.3979 0.218
H 4.1422 -0.9040 -1.9172 0.188
H 3.0284 4.8670 -0.5524 0.260
H 1.4170 5.1207 -1.2774 0.204
H 1.5843 5.0249 0.4837 0.200
H 0.7627 2.6397 1.8479 0.226
H -0.2503 3.9415 1.1526 0.225
H -0.9045 2.3064 1.3300 0.201
H -0.0639 2.8912 -2.3623 0.228
H -1.3827 2.2924 -1.3208 0.226
H -0.8445 3.9912 -1.1742 0.226
H -4.3219 -2.4909 -1.1811 0.193
H -6.7318 -2.1004 -0.7601 0.232
H -7.4980 0.0947 0.1732 0.236
H -5.8053 1.8075 0.8465 0.233
H -3.3950 1.3942 0.4881 0.223
```

For the LUMO energy, the calculation gives -0.08242 hartree. Its relative energy (zero: lowest compared OMol25 entry of this formula, charge and spin) is 0.000 eV. For the HOMO energy, the calculation gives -0.3953 hartree. The gap between HOMO and LUMO comes out at 8.51 eV. Its SMILES is CC[NH+](CC)[C@H](/C=C/N1[C@H](Cc2ccccc2)C(=O)N(C)C1(C)C)c1ccccc1. As for the total energy: -1251.61043 Ha. Its net charge is +1.

---

2.
The following is a quantum chemistry calculation of C26H36N4O5 in the gas phase in a non-equilibrium geometry, from the Open Molecules 2025 dataset.

```
71
Properties=species:S:1:pos:R:3:nbo_charge:R:1
C 5.8796 1.6680 -1.0583 -0.609
C 4.5408 2.3957 -1.0998 -0.391
C 3.3744 1.5271 -0.6312 -0.422
C 3.0927 0.3561 -1.5796 -0.208
N 1.8938 -0.3639 -1.1964 -0.430
C 0.6594 -0.0130 -1.6046 0.715
O -0.3593 -0.4888 -1.1160 -0.676
C 0.5534 0.9989 -2.7374 -0.498
C -0.9257 1.2720 -3.0036 -0.475
C -1.5421 1.8631 -1.7456 0.716
O -0.9944 2.7261 -1.0971 -0.625
N -2.7793 1.3709 -1.4494 -0.606
C -3.5845 1.7964 -0.4168 0.306
C -3.4435 2.9350 0.4203 -0.387
C -4.5441 2.8758 1.2249 0.345
C -5.0169 3.7413 2.3320 -0.664
O -5.2805 1.8012 0.8954 -0.274
N -4.6817 1.1357 -0.1245 -0.182
C 2.0559 -1.3534 -0.1269 -0.162
C 1.8189 -0.7176 1.2604 0.681
O 2.7341 -0.5910 2.0528 -0.646
N 0.5610 -0.3251 1.4762 -0.627
C 0.1318 0.3320 2.6874 -0.069
C -1.1065 -0.3596 3.2970 -0.403
C -2.2482 0.6478 3.1594 -0.409
C -1.5408 1.9940 3.2748 -0.403
C -0.2903 1.7913 2.4248 -0.409
C 1.2282 -2.5960 -0.3694 0.039
C 0.6555 -3.3034 0.6820 -0.206
C -0.0571 -4.4595 0.4471 -0.276
C -0.2166 -4.9458 -0.8503 0.378
O -0.9439 -6.0909 -0.9733 -0.510
C -1.1388 -6.6287 -2.2578 -0.253
C 0.3710 -4.2548 -1.9034 -0.328
C 1.0900 -3.0992 -1.6543 -0.197
H 6.0489 1.2476 -0.0700 0.209
H 6.6901 2.3579 -1.2813 0.212
H 5.9140 0.8625 -1.7877 0.196
H 4.3482 2.7506 -2.1155 0.190
H 4.5954 3.2710 -0.4500 0.208
H 2.4741 2.1420 -0.5568 0.210
H 3.5891 1.1368 0.3646 0.228
H 2.9938 0.7200 -2.6035 0.203
H 3.9272 -0.3483 -1.5570 0.207
H 1.0322 1.9319 -2.4379 0.248
H 1.0397 0.6150 -3.6361 0.230
H -1.4357 0.3531 -3.2899 0.219
H -1.0272 2.0060 -3.8061 0.236
H -3.1126 0.5425 -1.9209 0.421
H -2.6508 3.6500 0.4040 0.262
H -4.9265 3.2148 3.2815 0.236
H -4.4238 4.6499 2.3696 0.234
H -6.0651 3.9939 2.1865 0.237
H 3.1131 -1.6488 -0.1354 0.236
H -0.1209 -0.4580 0.7350 0.435
H 0.9847 0.2869 3.3703 0.232
H -0.9265 -0.5810 4.3491 0.206
H -1.3213 -1.2970 2.7852 0.214
H -2.7100 0.5560 2.1756 0.202
H -3.0194 0.5064 3.9156 0.209
H -1.2635 2.1789 4.3142 0.194
H -2.1494 2.8248 2.9234 0.208
H 0.5038 2.4950 2.6676 0.214
H -0.5377 1.9106 1.3681 0.218
H 0.7758 -2.9538 1.6958 0.221
H -0.5054 -5.0098 1.2590 0.223
H -1.7443 -7.5224 -2.1146 0.200
H -0.1891 -6.9079 -2.7262 0.174
H -1.6744 -5.9306 -2.9096 0.175
H 0.2815 -4.6050 -2.9198 0.217
H 1.5454 -2.5794 -2.4855 0.206
```

For the LUMO energy, the calculation gives 0.02113 hartree. Its relative energy (zero: lowest compared OMol25 entry of this formula, charge and spin) is 0.762 eV. For the HOMO energy, the calculation gives -0.3040 hartree. The gap between HOMO and LUMO comes out at 8.85 eV. Its SMILES is CCCCN(C(=O)CCC(=O)Nc1cc(C)on1)[C@@H](C(=O)NC1CCCC1)c1ccc(OC)cc1. As for the total energy: -1607.60152 Ha. Its net charge is 0.